Entry from the Open Molecules 2025 dataset: a single C32H26N2O2 molecule at a distorted geometry (wB97M-V/def2-TZVPD).

```
! wB97M-V def2-TZVPD RIJCOSX def2/J DEFGRID3
* xyz 0 1
C 6.31193 -1.93955 2.46412
O 5.21575 -2.49472 3.21903
C 4.01212 -1.86492 3.16696
C 2.92029 -2.54696 3.73796
C 1.64307 -2.02443 3.62699
C 1.42966 -0.75675 3.03874
C 0.05242 -0.21411 2.89373
C -0.98474 -1.07962 2.60936
C -2.35103 -0.69092 2.22280
C -3.47409 -1.64310 2.70765
C -4.75287 -1.13487 2.98642
C -5.86571 -1.98502 3.04806
C -5.69729 -3.37582 2.95962
C -4.39382 -3.88852 2.87361
C -3.28747 -3.02100 2.82283
C -2.22746 -0.44754 0.57466
C -2.20890 -1.87685 0.18852
N -2.03544 -3.00664 -0.00798
C -3.58602 0.09975 0.41192
N -4.60592 0.67913 0.43953
C -1.33916 0.25944 -0.51125
C -1.54702 1.61848 -0.90458
C -0.54469 2.35286 -1.55421
C 0.63325 1.76049 -1.99039
C 0.77402 0.39025 -1.78440
C -0.19038 -0.36272 -1.09035
C -0.12029 1.26063 2.95871
C 0.71935 2.04895 3.79167
C 0.55702 3.41491 3.89228
C -0.43786 4.05948 3.13078
O -0.51730 5.41030 3.23935
C -1.47241 6.11604 2.41494
C -1.27283 3.30505 2.28093
C -1.08208 1.93943 2.20340
C 2.53968 -0.07868 2.50237
C 3.81582 -0.61177 2.54426
H 7.13857 -2.62290 2.65896
H 6.07645 -1.92194 1.38427
H 6.55550 -0.92855 2.80801
H 3.10775 -3.49269 4.23908
H 0.80465 -2.58453 4.03551
H -0.74963 -2.14284 2.67381
H -2.60950 0.25602 2.73818
H -4.92234 -0.06547 3.04230
H -6.87736 -1.56335 3.11800
H -6.56832 -4.04411 2.94466
H -4.24947 -4.97507 2.79675
H -2.30172 -3.46992 2.74770
H -2.46635 2.12283 -0.64550
H -0.69019 3.43322 -1.71329
H 1.41339 2.34077 -2.47794
H 1.68398 -0.11704 -2.16094
H -0.02753 -1.43145 -0.97342
H 1.49550 1.57159 4.37980
H 1.18680 4.02060 4.54284
H -1.35891 7.15984 2.71156
H -1.23522 5.99158 1.34892
H -2.49449 5.76694 2.61748
H -2.05912 3.77687 1.68172
H -1.67652 1.36162 1.48870
H 2.39463 0.89216 2.01527
H 4.64730 -0.06792 2.10534
*
```

For the HOMO-LUMO gap, the calculation gives 7.9 eV. The SMILES is COc1ccc(C(=C[C@H](c2ccccc2)C(C#N)(C#N)c2ccccc2)c2ccc(OC)cc2)cc1. Its HOMO energy is -7.78 eV.

Löwdin population analysis, charges in e, atoms 1 to 6:
1 C -0.067
2 O -0.095
3 C -0.274
4 C 0.003
5 C -0.021
6 C -0.184


Entry from the Open Molecules 2025 dataset: a molecular structure, C32H27BN5O2P2SSe2Sr (wB97M-V/def2-TZVPD).

```
! wB97M-V def2-TZVPD RIJCOSX def2/J DEFGRID3
* xyz -2 2
Sr -0.08536 -0.08781 0.34542
Se 5.62164 -4.37729 3.54139
P 4.25989 -2.97233 4.34442
C 3.35735 -3.70921 5.74992
C 2.48222 -4.76504 5.50753
C 1.84329 -5.39499 6.55749
C 2.07724 -4.98325 7.86595
C 2.94886 -3.93684 8.11256
C 3.58826 -3.29927 7.05541
C 5.07385 -1.51350 5.04767
C 4.42700 -0.28270 5.02968
C 5.05155 0.83463 5.55771
C 6.31568 0.72935 6.11820
C 6.95662 -0.50081 6.14576
C 6.34281 -1.61736 5.60255
C 2.94565 -2.34612 3.30938
C 2.87555 -1.77956 2.03260
N 1.60225 -1.35767 1.90936
N 0.93992 -1.62503 3.02756
N 1.72552 -2.20359 3.89573
P 4.01319 -1.31472 0.67402
Se 2.81749 -0.74514 -1.02066
C 5.19516 -0.15033 1.16571
C 6.22142 -0.50490 2.11864
C 7.05250 0.45899 2.63528
C 6.92525 1.81274 2.27890
C 5.90885 2.17165 1.35245
C 5.07097 1.23677 0.81431
C 4.84788 -2.88278 0.27778
C 4.10667 -4.05979 0.23466
C 4.70738 -5.24859 -0.14035
C 6.05658 -5.26858 -0.46722
C 6.79522 -4.09427 -0.43592
C 6.18999 -2.89980 -0.07260
H 2.29878 -5.08107 4.48856
H 1.15432 -6.20614 6.35789
H 1.57397 -5.47589 8.68929
H 3.12982 -3.60729 9.12854
H 4.26154 -2.47415 7.24845
H 3.44491 -0.19931 4.58057
H 4.55988 1.79777 5.50866
H 6.81224 1.60990 6.50629
H 7.95279 -0.58329 6.56448
H 6.84994 -2.57499 5.57115
H 6.35572 -1.54160 2.41067
H 7.81941 0.16046 3.34254
H 7.57787 2.56267 2.70881
H 5.79036 3.20980 1.05770
H 4.30451 1.53233 0.10863
H 3.05618 -4.03755 0.50157
H 4.12803 -6.16356 -0.16374
H 6.53238 -6.20180 -0.74561
H 7.84844 -4.10844 -0.68961
H 6.75383 -1.97588 -0.04484
S -4.36893 -0.13047 -0.67563
C -2.99740 -0.55671 -0.18532
B -3.95014 2.02118 3.15723
C -2.56370 1.60889 2.50088
N -1.59194 1.29258 1.95926
H -4.54599 0.99499 3.42494
H -3.74076 2.67891 4.15580
H -4.55896 2.67182 2.32495
O -1.25637 -1.96011 -3.66414
C -0.74514 -0.87983 -3.44618
C -0.19367 0.03570 -4.55046
C 0.25744 1.28016 -3.80166
C -0.07279 0.93621 -2.36023
O 0.12312 1.70482 -1.40438
N -0.58687 -0.29467 -2.21506
H -0.97303 0.21624 -5.29097
H 0.62362 -0.48788 -5.04719
H -0.26627 2.19311 -4.08743
H 1.32808 1.47524 -3.86868
*
```

For the HOMO-LUMO gap (alpha / beta), the calculation gives 2.9 / 6.8 eV. Its HOMO energy (alpha / beta) is 0.64 / -3.22 eV.

Löwdin population analysis, charges in e, atoms 1 to 6:
1 Sr 1.236
2 Se 0.270
3 P 0.536
4 C -0.346
5 C -0.103
6 C -0.089


Entry from the Open Molecules 2025 dataset: a molecular structure, C32H27BrN6O4SSr at a distorted geometry (wB97M-V/def2-TZVPD).

```
! wB97M-V def2-TZVPD RIJCOSX def2/J DEFGRID3
* xyz 0 1
Sr -0.49537 0.23701 -0.28719
C 1.66937 8.57152 -0.97246
C 1.19256 7.14623 -0.99589
C 2.02337 6.11852 -1.42805
C 1.58721 4.80113 -1.44152
C 0.30234 4.51051 -1.01824
C -0.54672 5.51924 -0.58014
C -0.09731 6.82643 -0.57145
S -0.31453 2.85615 -1.05312
O 0.90077 1.99454 -1.12819
O -1.16935 2.64440 -2.21071
N -1.13690 2.56481 0.23052
C -0.43413 2.80327 1.52636
C -0.29453 1.55942 2.44143
O -0.54902 1.68020 3.62941
O 0.09898 0.46889 1.86468
H 2.68917 8.65268 -1.34589
H 1.64825 8.97375 0.04163
H 1.03203 9.20789 -1.58844
H 3.03112 6.35066 -1.75125
H 2.23796 3.99790 -1.75897
H -1.54361 5.27012 -0.23921
H -0.75363 7.61546 -0.22342
H -0.99002 3.54601 2.09650
H 0.58238 3.18751 1.37733
C 2.61422 -4.49814 1.98468
C 3.07841 -4.59582 0.67644
C 2.68079 -3.67309 -0.27530
C 1.80810 -2.65800 0.10285
C 1.33308 -2.54969 1.40314
C 1.75054 -3.47705 2.34974
N 1.31037 -1.69179 -0.83189
N 2.00391 -1.53171 -1.84641
C 1.46797 -0.60978 -2.82334
C 2.41876 -0.05908 -3.66525
C 1.97747 0.79112 -4.66619
C 0.61551 1.00839 -4.79873
C -0.24842 0.38404 -3.91283
N 0.15800 -0.41261 -2.92465
H 2.93209 -5.22559 2.72055
H 3.75008 -5.39763 0.39906
H 3.02261 -3.73576 -1.29853
H 0.68345 -1.73376 1.69943
H 1.39614 -3.39169 3.36896
H 3.46164 -0.29686 -3.51629
H 2.68476 1.26468 -5.33397
H 0.21399 1.65681 -5.56395
H -1.31559 0.55258 -3.98794
Br -2.12866 -2.89017 7.76575
C -2.11558 -2.72920 5.87774
C -2.67401 -3.73701 5.10848
C -2.65806 -3.62139 3.72770
C -2.08326 -2.50449 3.12422
C -1.57077 -1.47938 3.90999
C -1.57141 -1.59864 5.29101
N -2.04378 -2.35536 1.71281
C -1.87274 -3.41373 1.04156
C -1.94807 -3.47357 -0.43109
C -2.11025 -4.72951 -1.00641
C -2.26966 -4.82973 -2.37832
C -2.25691 -3.66519 -3.12408
C -2.05476 -2.46028 -2.46473
N -1.88897 -2.34864 -1.15030
H -3.12869 -4.59615 5.58157
H -3.13228 -4.38984 3.12994
H -1.15725 -0.59539 3.44297
H -1.16124 -0.80501 5.89947
H -1.70875 -4.38413 1.52335
H -2.12521 -5.60762 -0.37467
H -2.40772 -5.79359 -2.85005
H -2.38567 -3.67349 -4.19722
H -2.01456 -1.54232 -3.03300
*
```

For the HOMO-LUMO gap, the calculation gives 7.2 eV. Its HOMO energy is -8.29 eV.

Löwdin population analysis, charges in e, atoms 1 to 6:
1 Sr 1.521
2 C -0.051
3 C -0.270
4 C -0.034
5 C -0.044
6 C -0.286


Energy above the lowest of the compared OMol25 structures with the same formula, charge and spin (computed, kcal/mol): 33.9; 37.0; 11.2